No. 1
This record from OMol25 describes an isolated molecule of C5H7NO at a distorted geometry. The level of theory is wB97M-V/def2-TZVPD.

Cartesian coordinates (Å):
C: 1.059 -1.112 0.907
O: 0.773 2.003 -0.789
H: 0.327 -1.680 1.451
C: -0.665 0.312 -0.417
C: -0.441 1.400 -1.158
H: 0.370 0.840 1.416
H: 1.348 -1.680 0.045
N: -1.763 -0.538 -0.360
H: -0.990 1.886 -1.941
H: 1.947 -0.991 1.530
C: 1.438 1.322 0.147
C: 0.504 0.212 0.488
H: -1.526 -1.481 -0.167
H: -2.382 -0.492 -1.152

E = -324.59901 hartree
total charge = 0
maximum force = 1.140 eV/A
highest occupied orbital energy = -8.62 eV
frontier orbital gap = 9.362 eV
LUMO level = 0.74 eV

Results of the Löwdin charge analysis, in e, for atoms 1 through 6: atom 1 (C): -0.056, atom 2 (O): -0.066, atom 3 (H): 0.069, atom 4 (C): -0.296, atom 5 (C): -0.049, atom 6 (H): 0.175

***

No. 2
This record from OMol25 describes an isolated molecule of C3H3I at a distorted geometry. The level of theory is wB97M-V/def2-TZVPD.

Cartesian coordinates (Å):
H: 0.946 -1.092 -1.013
C: -0.773 0.130 -0.037
C: 0.573 -0.639 -0.038
C: 0.302 0.847 -0.047
I: -2.801 -0.129 -0.032
H: 0.770 1.712 0.235
H: 0.983 -0.829 0.932

E = -413.68578 hartree
total charge = 0
maximum force = 2.314 eV/A
highest occupied orbital energy = -9.01 eV
SMILES string = IC1=CC1
frontier orbital gap = 9.513 eV
LUMO level = 0.50 eV

Results of the Löwdin charge analysis, in e, for atoms 1 through 6: atom 1 (H): 0.099, atom 2 (C): -0.806, atom 3 (C): -0.152, atom 4 (C): -0.112, atom 5 (I): 0.839, atom 6 (H): 0.068

***

No. 3
This record from OMol25 describes an isolated molecule of C7H12. The level of theory is wB97M-V/def2-TZVPD.

Cartesian coordinates (Å):
H: -1.635 0.033 -1.330
H: 2.363 1.345 -0.757
H: -0.763 2.006 0.080
C: 1.124 -0.436 -0.717
H: -0.452 1.603 1.781
H: 0.862 -0.099 1.402
H: 0.564 -0.266 -1.643
C: 0.249 -0.107 0.500
C: -0.678 1.176 0.794
H: 1.296 -1.525 -0.692
H: -2.694 0.289 1.587
C: 2.480 0.257 -0.784
H: 3.115 -0.040 0.060
C: -1.008 -0.958 0.588
C: -1.878 0.242 0.872
C: -1.997 -0.469 -0.434
H: -2.881 -1.078 -0.587
H: 3.015 -0.005 -1.704
H: -1.081 -1.967 0.982

E = -273.85100 hartree
total charge = 0
maximum force = 0.756 eV/A
highest occupied orbital energy = -9.67 eV
SMILES string = CC[C@H]1C[C@H]2C[C@@H]12
frontier orbital gap = 10.880 eV
LUMO level = 1.21 eV

Results of the Löwdin charge analysis, in e, for atoms 1 through 6: atom 1 (H): 0.102, atom 2 (H): 0.071, atom 3 (H): 0.105, atom 4 (C): -0.232, atom 5 (H): 0.104, atom 6 (H): 0.131

***

No. 4
This record from OMol25 describes the ion C2H4NO2 with charge +1 at a distorted geometry. The level of theory is wB97M-V/def2-TZVPD.

Cartesian coordinates (Å):
O: 2.415 -0.334 -0.092
H: -0.208 -1.258 -1.023
O: 0.353 1.555 0.013
H: -1.476 0.955 0.947
H: -1.523 0.759 -0.708
H: -0.186 -1.479 0.612
C: -0.703 0.676 0.082
N: 1.346 -0.211 0.181
C: -0.018 -0.663 -0.012

E = -283.28438 hartree
total charge = +1
maximum force = 3.983 eV/A
highest occupied orbital energy (alpha / beta) = -15.88 / -16.32 eV
frontier orbital gap (alpha / beta) = 7.268 / 8.131 eV
LUMO level (alpha / beta) = -8.62 / -8.19 eV

Results of the Löwdin charge analysis, in e, for atoms 1 through 6: atom 1 (O): 0.396, atom 2 (H): 0.220, atom 3 (O): 0.081, atom 4 (H): 0.191, atom 5 (H): 0.178, atom 6 (H): 0.134

***

No. 5
This record from OMol25 describes a cluster of 10 separate species, C30H55N5O5 in total at a distorted geometry. The level of theory is wB97M-V/def2-TZVPD.

Cartesian coordinates (Å):
C: -8.181 -6.426 -0.822
H: -9.311 -4.679 -1.463
H: -11.329 -8.642 -3.747
C: -10.573 -10.208 -1.368
O: -7.566 -4.905 -2.525
N: -9.243 -4.092 -5.006
C: -6.147 -10.336 -0.190
H: -6.633 -9.365 -0.137
H: -8.014 -9.443 -5.561
C: -8.192 -10.182 -10.938
H: -0.662 -4.821 -6.759
C: -1.332 -12.463 -9.047
C: -3.407 -7.286 -9.086
C: -8.267 -4.973 -1.297
C: -2.866 -12.429 -9.132
H: -0.891 -11.999 -9.932
C: -7.091 -6.186 -2.899
C: -3.769 -8.105 -10.228
H: -3.144 -8.993 -10.278
H: -6.159 -6.129 -3.461
H: -6.062 -10.222 -11.216
C: -6.357 -10.901 -1.515
C: -7.055 -9.078 -5.188
H: -0.921 -13.470 -8.998
H: 0.438 -6.006 -5.958
C: -11.031 -9.692 -3.670
H: -0.663 -6.574 -7.193
H: -10.786 -9.966 -4.699
H: -5.407 -6.905 -6.931
O: -2.115 -10.670 -7.750
C: -6.971 -6.934 -1.584
H: -7.859 -4.239 -0.596
H: -4.577 -4.507 -8.425
O: -11.964 -10.222 -1.624
C: -9.872 -9.901 -2.708
C: -1.027 -11.577 -7.844
H: -10.242 -11.180 -0.979
C: -3.291 -11.398 -8.068
H: -3.743 -11.828 -7.171
H: -5.078 -10.153 -0.057
H: -3.866 -9.033 -6.200
H: -12.081 -11.549 -3.195
C: -6.808 -10.695 -10.576
H: -9.153 -11.449 -9.614
H: -5.334 -10.358 -4.775
C: -5.843 -9.911 -5.628
H: -7.857 -10.900 -7.782
H: -13.139 -10.205 -3.348
H: -3.728 -4.081 -6.918
C: -1.588 -6.068 -5.401
H: -9.102 -6.962 -1.081
H: -6.133 -10.751 -6.266
H: -9.382 -6.959 -6.527
H: -3.674 -7.540 -11.156
H: -3.972 -2.871 -8.127
H: -3.292 -13.417 -8.938
N: -6.565 -2.857 -6.459
C: -9.899 -6.514 -5.682
H: -9.301 -10.792 -2.963
C: -8.930 -10.377 -9.604
N: -3.080 -6.671 -8.172
H: -0.940 -12.114 -6.888
H: -10.340 -9.483 -0.584
C: -4.445 -3.746 -7.669
H: -7.916 -9.156 -8.079
O: -6.588 -10.124 -9.273
H: -9.838 -9.808 -9.434
C: -4.925 -8.994 -6.428
C: -7.822 -10.133 -8.562
H: -6.049 -6.656 -1.068
H: -7.057 -9.094 -4.091
N: -2.423 -6.175 -4.622
H: -7.784 -6.669 -3.599
C: -0.542 -5.839 -6.401
H: -6.472 -11.010 0.596
N: -6.486 -11.369 -2.557
H: -3.211 -12.184 -10.137
H: -9.229 -9.020 -2.697
H: -8.695 -10.716 -11.743
H: -7.010 -8.020 -1.698
H: -6.681 -11.778 -10.539
H: -4.822 -8.386 -10.143
C: -5.625 -3.246 -6.989
C: -5.490 -7.600 -6.101
H: -5.155 -9.090 -7.490
H: -10.952 -6.444 -5.975
H: -8.151 -6.533 0.266
O: -6.859 -7.766 -5.707
C: -12.133 -10.461 -3.013
H: -0.095 -11.018 -7.935
C: -9.505 -5.160 -5.334
H: -5.012 -7.154 -5.219
H: -8.106 -9.132 -11.224
H: -4.013 -10.713 -8.510
H: -9.798 -7.144 -4.801

E = -1825.91842 hartree
total charge = 0
maximum force = 1.983 eV/A
highest occupied orbital energy = -8.74 eV
SMILES string = C1CCOC1.C1CCOC1.C1CCOC1.C1CCOC1.C1CCOC1.CC#N.CC#N.CC#N.CC#N.CC#N
frontier orbital gap = 9.099 eV
LUMO level = 0.36 eV

Results of the Löwdin charge analysis, in e, for atoms 1 through 6: atom 1 (C): -0.169, atom 2 (H): 0.116, atom 3 (H): 0.106, atom 4 (C): -0.202, atom 5 (O): -0.135, atom 6 (N): 0.157

***

No. 6
This record from OMol25 describes a structure of composition C58H75BrN3O2SbTi at a distorted geometry. The level of theory is wB97M-V/def2-TZVPD.

Cartesian coordinates (Å):
C: -1.038 -4.419 -2.014
C: -2.466 0.178 -1.134
Sb: 1.054 -2.615 -0.531
C: -0.232 -4.951 3.633
C: 2.472 -0.175 -3.863
C: -1.862 -2.479 -3.823
H: 3.854 -7.119 -0.255
N: 2.285 0.730 2.165
H: 3.098 -5.716 -4.232
H: 6.171 1.517 4.329
C: 3.421 1.409 2.334
H: -3.935 -2.218 0.622
H: -6.787 4.321 4.372
C: -1.979 -4.729 -2.986
H: -5.114 5.931 1.506
C: 0.513 1.142 -3.905
C: -1.106 2.912 2.347
C: -6.137 3.432 1.938
H: -1.501 -4.382 0.544
H: 4.235 -2.122 -3.096
H: -2.923 -0.135 -2.090
C: 1.117 -1.591 -6.209
H: 1.864 -3.789 -3.324
Ti: 0.659 1.015 1.037
H: -5.680 2.961 4.598
C: -1.111 -4.994 2.558
H: -0.700 3.005 -2.643
C: -0.515 -3.126 -1.918
C: 1.299 -3.654 2.306
H: 0.660 3.209 -1.554
H: -0.292 1.652 -4.426
C: -2.271 1.690 -1.166
H: -0.492 -5.432 4.568
C: 2.480 0.413 -6.834
H: -3.439 3.286 4.743
C: 5.668 1.752 3.391
C: 0.539 2.261 4.828
H: -0.912 0.261 -6.188
H: -2.645 -2.291 -0.586
C: -1.181 3.536 -0.044
H: 2.627 -5.193 0.664
H: -5.177 4.610 5.039
H: 4.686 -0.312 4.938
H: -4.892 -0.223 1.182
C: -1.864 3.436 1.288
H: -4.302 -1.875 -1.095
C: -0.788 -4.363 1.360
H: 1.997 -2.097 -5.799
H: -2.174 -1.716 -4.531
H: 4.171 1.265 -0.414
O: 1.645 0.924 -0.477
H: 3.383 -0.102 -6.496
H: -0.508 3.692 6.809
H: 1.661 -4.230 4.346
C: -5.231 4.236 2.886
C: -0.913 -2.172 -2.850
H: 3.215 -0.765 -4.392
C: 4.133 -0.223 -1.996
N: -3.232 -0.368 -0.033
H: -3.132 -4.001 -4.651
C: -3.777 3.795 2.712
C: 4.490 -1.711 -2.115
H: 0.978 2.190 5.830
H: 3.728 -0.362 0.133
H: -2.380 -5.735 -3.046
H: -0.489 4.728 5.368
H: -4.048 1.291 0.964
H: -0.472 -1.180 -2.834
H: -6.088 2.365 2.175
C: 5.107 0.589 -2.872
C: 3.427 -6.384 -0.929
H: -0.689 -5.197 -1.343
C: -4.368 0.388 0.444
H: 0.640 1.295 4.346
C: 0.663 1.378 -2.547
N: -0.947 2.220 -0.704
H: 1.030 -1.866 -7.266
H: -1.095 1.208 6.595
H: 2.629 1.488 -6.693
C: 2.792 -0.654 4.021
C: -0.936 2.633 4.967
H: -2.406 2.019 -2.200
H: 4.815 1.642 -2.904
H: -2.030 4.195 6.059
H: 5.411 0.004 -0.281
H: -1.475 -0.283 -1.095
H: 0.239 -1.965 -5.680
H: 6.318 1.438 2.572
C: 1.699 0.776 -1.820
H: 6.120 0.522 -2.461
O: 0.136 2.457 2.043
C: 4.336 1.049 3.300
H: -4.680 6.321 3.177
C: 2.708 0.086 -2.510
H: -1.665 0.585 5.030
H: -2.665 1.719 5.960
H: -7.177 3.760 2.045
C: 0.424 -3.693 1.220
H: -0.069 0.299 -7.743
H: 2.491 -1.450 4.692
C: -5.357 5.731 2.553
C: -3.157 3.884 1.468
H: -5.091 0.663 -0.351
H: 5.137 0.214 -3.898
H: 0.064 1.676 -6.642
C: 1.996 -0.230 2.975
H: 2.363 0.216 -7.905
H: 1.099 3.003 4.259
C: 0.976 -4.277 3.506
C: 2.734 -5.291 -0.411
C: 1.239 -0.067 -6.066
H: 5.567 -1.843 -1.964
H: -5.846 3.562 0.892
H: 4.110 -7.384 -2.703
C: -1.002 3.892 5.852
Br: -0.849 -0.607 2.086
C: -1.639 1.465 5.679
H: -3.051 2.157 -0.573
H: 5.551 2.835 3.325
H: -2.058 -5.514 2.653
C: -3.552 -1.753 -0.291
C: -5.740 4.016 4.313
H: -6.382 6.073 2.735
H: 3.585 2.245 1.667
C: 4.365 0.199 -0.548
C: -2.401 -3.756 -3.888
H: -1.767 4.176 -0.714
C: 3.002 -5.598 -3.159
C: 2.311 -4.509 -2.642
C: 1.382 0.292 -4.584
C: 2.167 -4.340 -1.260
C: 0.005 0.584 -6.690
C: -2.995 3.333 3.755
H: 2.242 -3.120 2.224
C: 3.567 -6.536 -2.301
H: -3.678 4.316 0.617
H: -0.214 4.007 0.105
H: 3.971 -2.302 -1.363
C: -0.098 2.498 -1.882
C: -1.655 2.937 3.638
C: 3.997 -0.006 4.155

E = -6233.62148 hartree
total charge = 0
maximum force = 3.007 eV/A
highest occupied orbital energy (alpha / beta) = -6.40 / -6.40 eV
frontier orbital gap (alpha / beta) = 6.165 / 6.156 eV
LUMO level (alpha / beta) = -0.23 / -0.24 eV

Results of the Löwdin charge analysis, in e, for atoms 1 through 6: atom 1 (C): -0.135, atom 2 (C): -0.199, atom 3 (Sb): 1.552, atom 4 (C): -0.091, atom 5 (C): 0.006, atom 6 (C): -0.098

***

No. 7
This record from OMol25 describes a cluster of 11 separate species, C26H74O11 in total at a distorted geometry. The level of theory is wB97M-V/def2-TZVPD.

Cartesian coordinates (Å):
H: 0.177 -5.353 -1.703
H: 0.471 -1.590 -4.436
H: -0.262 6.939 -0.374
O: -1.183 6.673 -0.291
H: 1.166 -5.084 -0.276
C: 2.010 -2.987 3.477
O: -0.675 0.218 2.018
H: -1.732 -3.727 -4.487
H: 0.550 0.721 -3.311
O: 4.535 2.250 -0.229
H: 2.267 4.289 -3.471
C: 2.286 -4.834 -1.951
H: -4.122 -2.825 -4.351
H: 2.274 5.954 -2.916
H: 0.532 5.315 1.327
H: -0.743 6.163 2.149
H: 2.787 1.682 0.436
C: -1.060 -1.460 5.156
H: -3.716 2.782 -4.297
C: -1.289 5.366 0.309
H: -2.890 3.342 3.021
C: -3.206 2.310 3.246
H: -0.820 -1.939 0.457
C: 0.030 0.003 0.797
C: 1.524 -3.049 2.051
H: 1.362 -1.292 4.238
C: -0.524 5.266 1.557
H: 0.783 0.823 -5.078
O: 2.086 -4.232 -3.242
H: 2.242 -2.537 1.424
O: -2.860 1.434 1.070
H: -0.946 4.614 -0.429
H: -2.332 2.443 -3.339
H: 3.477 0.186 -1.402
H: 2.063 -2.439 -2.994
H: 3.321 -4.769 3.467
O: 2.208 5.495 -0.427
H: -2.669 -4.071 -3.011
H: -4.923 -0.133 1.523
H: -0.298 -0.229 3.775
H: 4.125 1.054 1.465
H: 5.372 1.936 -0.555
H: -2.401 1.639 3.569
H: 3.380 -0.843 0.088
H: 0.866 4.998 -2.629
C: -3.354 2.110 -3.525
H: 3.521 -4.577 -0.260
H: -3.264 1.116 0.211
H: 4.907 -0.233 -0.420
H: -1.378 -2.604 6.947
O: 1.934 -1.474 -2.938
H: -0.712 1.779 -0.254
C: 0.243 1.341 0.003
H: 2.116 1.020 -4.019
O: 2.198 -1.607 3.856
C: -3.817 1.632 2.057
C: 3.768 1.245 0.433
H: -3.747 -2.387 -1.940
H: -1.431 -2.840 -3.004
C: -4.503 0.296 2.414
C: -2.216 -3.311 -3.589
H: -0.040 -1.197 -1.022
H: 3.014 -3.058 -1.006
H: -2.896 -1.553 -4.424
C: 3.376 -3.695 3.688
C: -4.179 2.016 -2.275
H: -4.534 2.326 1.554
H: 4.179 -3.274 3.086
H: 0.847 1.218 -0.905
H: -4.027 2.937 -1.749
H: -1.524 0.692 1.853
C: 1.197 0.431 -4.146
H: 1.892 3.544 -1.057
H: 0.176 -2.860 6.130
H: -0.733 4.385 2.172
C: 1.969 4.944 -2.650
H: -5.289 0.420 3.183
H: -0.066 -1.366 7.056
H: 1.261 -3.350 4.198
H: 2.817 -4.545 -3.832
C: 2.497 4.418 -1.316
H: -5.242 1.872 -2.435
H: 0.495 -2.627 2.016
H: -1.634 -0.685 -0.344
H: 0.712 2.073 0.655
C: 3.324 -4.073 -1.216
O: -3.731 -1.678 -2.622
C: -0.546 -2.103 6.415
H: -3.788 -0.445 2.828
H: 3.656 -3.622 4.729
O: -3.797 0.947 -1.434
C: 3.844 0.009 -0.400
H: -2.016 -0.954 5.425
H: 2.277 5.237 0.511
H: -3.862 0.126 -1.955
H: -3.307 1.093 -3.955
C: -0.645 -1.021 -0.115
H: -3.915 2.391 4.088
C: 0.945 -4.748 -1.251
O: -0.146 -0.457 4.739
H: 1.476 -4.081 1.645
H: -1.334 -2.188 4.399
H: 2.132 -1.319 -4.978
H: 1.009 -0.336 1.099
H: -2.345 5.241 0.429
C: 1.417 -1.044 -4.185
H: 4.250 -4.095 -1.780
C: -3.311 -2.359 -3.829
H: 3.511 4.077 -1.206
H: 0.625 -3.733 -1.229
H: 2.507 -5.936 -1.973

E = -1862.55862 hartree
total charge = 0
maximum force = 2.337 eV/A
highest occupied orbital energy = -9.53 eV
SMILES string = CC(C)O.CC(C)O.CC(C)O.CC(C)O.CCO.CCO.CCO.CCO.CCO.CCO.CCO
frontier orbital gap = 9.896 eV
LUMO level = 0.37 eV

Results of the Löwdin charge analysis, in e, for atoms 1 through 6: atom 1 (H): 0.083, atom 2 (H): 0.111, atom 3 (H): 0.069, atom 4 (O): -0.085, atom 5 (H): 0.053, atom 6 (C): -0.466

***

No. 8
This record from OMol25 describes an isolated molecule of C4H8N2O. The level of theory is wB97M-V/def2-TZVPD.

Cartesian coordinates (Å):
C: -0.252 -0.501 -0.380
H: -0.273 -2.109 1.047
H: 2.757 0.167 0.667
C: 0.873 0.339 -0.035
C: -0.870 0.701 -1.078
H: -1.895 0.961 -0.802
H: 1.777 1.184 1.497
O: 1.027 -0.603 -1.062
H: -0.196 1.970 0.344
N: 0.222 1.593 -0.516
H: -1.620 -2.144 -0.146
H: -1.611 -0.968 1.161
N: 1.811 0.294 1.016
H: -0.786 0.625 -2.163
C: -0.965 -1.510 0.451

E = -341.88279 hartree
total charge = 0
maximum force = 0.603 eV/A
highest occupied orbital energy = -8.65 eV
SMILES string = C[C@@]12CN[C@]1(N)O2
frontier orbital gap = 9.534 eV
LUMO level = 0.88 eV

Results of the Löwdin charge analysis, in e, for atoms 1 through 6: atom 1 (C): -0.390, atom 2 (H): 0.088, atom 3 (H): 0.094, atom 4 (C): -0.571, atom 5 (C): -0.094, atom 6 (H): 0.116